The following is a DFT calculation (wB97M-V/def2-TZVPD) of 7 unconnected molecules or ions with the total composition C50H83BrClF9N3O19S8 at a distorted geometry.

Computed properties:
max |F|	5.472	eV/Å
LUMO level	-2.499	eV
net charge	+1
HOMO-LUMO gap	0.2610	hartree
E	-10666.982221	Eh

Positions of all 174 atoms, in Å:
C (-7.7868, 2.5474, -5.6045)
C (-7.6256, 1.4017, -4.6143)
C (-6.9073, 1.6632, -3.3033)
Br (-7.2330, 3.4303, -2.5906)
N (-5.3865, 1.5625, -3.3066)
C (-4.7082, 1.3632, -4.6018)
O (-4.8461, -0.0195, -4.9547)
C (-4.9371, -0.2131, -6.2271)
N (-5.0084, -0.3304, -7.3296)
C (-3.2625, 1.8233, -4.5325)
C (-3.1321, 3.1025, -5.3419)
C (-1.7190, 3.5261, -5.7755)
C (-0.5670, 2.5913, -5.4961)
Cl (-1.3272, 5.1387, -5.1192)
C (-2.7042, 1.8471, -3.0964)
C (-2.8316, 3.1499, -2.3092)
C (-1.8606, 3.1410, -1.1414)
C (-0.4627, 3.6719, -1.4934)
S (0.8297, 2.4391, -1.4979)
C (0.8134, 1.9165, 0.1645)
S (-0.0061, 2.6851, 1.3309)
N (1.5117, 0.7092, 0.4234)
C (0.7097, -0.4876, 0.1698)
C (0.0608, -0.7521, -1.0387)
C (-0.6205, -1.9629, -1.2048)
C (-0.6594, -2.9159, -0.1702)
C (-0.0252, -2.6341, 1.0444)
C (0.6602, -1.4284, 1.2172)
C (2.8600, 0.6441, -0.0783)
C (3.4458, -0.5885, -0.4236)
C (4.7701, -0.6237, -0.8967)
C (5.5259, 0.5506, -1.0190)
C (4.9513, 1.7709, -0.6364)
C (3.6240, 1.8163, -0.1691)
C (-3.2958, 0.7097, -2.2708)
C (-4.8059, 0.7991, -2.1328)
C (-5.4847, -0.5157, -1.6500)
F (-4.5822, -1.1675, -0.9077)
F (-6.4910, -0.1388, -0.8331)
C (-6.0786, -1.6061, -2.5931)
F (-6.9888, -2.2719, -1.8763)
F (-6.7201, -1.0530, -3.6301)
C (-5.0616, -2.6652, -3.0759)
F (-3.9088, -2.0648, -3.4121)
F (-4.8259, -3.5031, -2.0810)
C (-5.5563, -3.4641, -4.3119)
F (-4.7493, -4.4941, -4.4749)
F (-5.5033, -2.7020, -5.3878)
F (-6.7853, -3.8804, -4.1418)
H (-7.9049, 2.1188, -6.5864)
H (-8.6825, 3.1082, -5.4041)
H (-6.9339, 3.2079, -5.6426)
H (-8.6140, 1.0965, -4.3121)
H (-7.1985, 0.5550, -5.1230)
H (-7.3020, 1.0335, -2.5354)
H (-5.1007, 2.5270, -3.0957)
H (-5.1989, 1.9640, -5.3462)
H (-2.7137, 1.0554, -5.0590)
H (-3.5679, 3.9197, -4.7831)
H (-3.7270, 3.0289, -6.2398)
H (-1.7457, 3.6820, -6.8380)
H (0.2731, 2.8997, -6.0956)
H (-0.7909, 1.5698, -5.7685)
H (-0.2348, 2.6408, -4.4741)
H (-1.6577, 1.6086, -3.1856)
H (-2.6464, 4.0320, -2.9031)
H (-3.8307, 3.2729, -1.8881)
H (-2.2450, 3.7080, -0.3117)
H (-1.7497, 2.1318, -0.7744)
H (-0.4170, 4.0285, -2.5117)
H (-0.2108, 4.5089, -0.8651)
H (0.1090, -0.0596, -1.8531)
H (-1.0707, -2.1636, -2.1574)
H (-1.1539, -3.8565, -0.3142)
H (-0.0326, -3.3578, 1.8367)
H (1.1745, -1.2105, 2.1305)
H (2.9081, -1.5111, -0.3360)
H (5.1952, -1.5690, -1.1713)
H (6.5294, 0.5010, -1.3942)
H (5.5273, 2.6723, -0.6987)
H (3.2025, 2.7601, 0.1236)
H (-2.9150, 0.7765, -1.2696)
H (-2.9612, -0.2365, -2.6687)
H (-4.9686, 1.4591, -1.2952)
O (1.9737, -0.9620, 4.1860)
S (2.5683, 0.1075, 4.9344)
O (3.9436, 0.0060, 5.3144)
O (1.6855, 0.3975, 6.2045)
C (1.3965, -0.7174, 7.0998)
C (2.5794, -1.1067, 7.9612)
C (2.2960, 1.6282, 4.0978)
H (1.0323, -1.5611, 6.5201)
H (0.5747, -0.3604, 7.7152)
H (3.3924, -1.5218, 7.3688)
H (2.2662, -1.8626, 8.6801)
H (2.9691, -0.2420, 8.4984)
H (1.2481, 1.7001, 3.8211)
H (2.9214, 1.6103, 3.2072)
H (2.5920, 2.4417, 4.7542)
O (-4.6820, 3.6436, 1.1641)
S (-5.1935, 3.4082, 2.4859)
O (-4.3855, 2.7085, 3.4303)
O (-6.5940, 2.6705, 2.3269)
C (-6.5760, 1.4764, 1.5223)
C (-5.9824, 0.2695, 2.2220)
C (-5.7859, 4.8998, 3.1937)
H (-6.0486, 1.7065, 0.5929)
H (-7.6187, 1.2888, 1.2731)
H (-4.9246, 0.4096, 2.4366)
H (-6.0912, -0.6110, 1.5884)
H (-6.4906, 0.0911, 3.1681)
H (-6.4159, 5.4114, 2.4724)
H (-4.9094, 5.4979, 3.4314)
H (-6.3350, 4.6578, 4.0990)
O (1.8007, -1.2885, -4.4717)
S (1.7370, -2.7203, -4.5234)
O (1.3938, -3.4570, -3.3468)
O (3.0766, -3.2875, -5.1298)
C (4.3239, -2.8849, -4.4993)
C (4.5721, -3.5791, -3.1771)
C (0.6843, -3.2180, -5.8421)
H (4.3328, -1.7992, -4.3947)
H (5.0851, -3.1548, -5.2263)
H (3.8462, -3.2778, -2.4235)
H (5.5683, -3.3226, -2.8174)
H (4.5046, -4.6602, -3.2921)
H (0.9613, -2.6748, -6.7411)
H (-0.3289, -2.9729, -5.5418)
H (0.7853, -4.2903, -5.9830)
O (0.1821, -3.7064, 7.0076)
S (-0.9573, -4.5715, 6.9496)
O (-2.2072, -4.1190, 7.4759)
O (-0.5692, -5.9606, 7.5955)
C (-0.0068, -5.9500, 8.9327)
C (-1.0356, -5.6849, 10.0114)
C (-1.1902, -5.1450, 5.3053)
H (0.8107, -5.2291, 8.9651)
H (0.4237, -6.9415, 9.0452)
H (-1.4381, -4.6761, 9.9432)
H (-0.5710, -5.8035, 10.9899)
H (-1.8684, -6.3821, 9.9267)
H (-0.2398, -5.5014, 4.9190)
H (-1.5457, -4.2933, 4.7297)
H (-1.9360, -5.9345, 5.3153)
O (8.0266, 5.8096, -2.8903)
S (6.9757, 5.0475, -3.4882)
O (6.5680, 3.8163, -2.8830)
O (7.3258, 4.7986, -5.0121)
C (8.6146, 4.2080, -5.3160)
C (8.6799, 2.7263, -5.0105)
C (5.5631, 6.0606, -3.7462)
H (9.3905, 4.7640, -4.7892)
H (8.7437, 4.3882, -6.3801)
H (8.6050, 2.5341, -3.9420)
H (9.6291, 2.3258, -5.3655)
H (7.8641, 2.1974, -5.5028)
H (5.8745, 6.9845, -4.2242)
H (5.1417, 6.2598, -2.7637)
H (4.8519, 5.5160, -4.3606)
O (6.0617, -4.5288, 7.0739)
S (6.7468, -3.7096, 8.0274)
O (5.9916, -2.8272, 8.8621)
O (7.8870, -2.9045, 7.2813)
C (7.5064, -2.1121, 6.1268)
C (6.7822, -0.8361, 6.4917)
C (7.7972, -4.6987, 9.0308)
H (6.9136, -2.7326, 5.4537)
H (8.4488, -1.8952, 5.6293)
H (5.8139, -1.0417, 6.9398)
H (6.6131, -0.2377, 5.5985)
H (7.3655, -0.2563, 7.2077)
H (8.3808, -5.3543, 8.3917)
H (7.1484, -5.2770, 9.6841)
H (8.4363, -4.0441, 9.6159)

=====

The following is a DFT calculation (wB97M-V/def2-TZVPD) of 10 unconnected molecules or ions with the total composition C50H95F15O25 at a distorted geometry.

Computed properties:
max |F|	4.857	eV/Å
SMILES	CCOC(=O)C(F)(F)F.CCOC(=O)C(F)(F)F.CCOC(=O)C(F)(F)F.CCOC(=O)C(F)(F)F.CCOC(=O)C(F)(F)F.COCCOCCOC.COCCOCCOC.COCCOCCOC.COCCOCCOC.COCCOCCOC
LUMO level	0.184	eV
HOMO-LUMO gap	0.3543	hartree
E	-5340.714941	Eh

Positions of all 185 atoms, in Å:
C (-31.2126, -4.3996, 8.2636)
C (-31.0929, -5.4147, 7.0485)
O (-29.8167, -5.1740, 6.2763)
C (-29.7622, -4.1994, 5.3485)
O (-30.7337, -3.5100, 5.1145)
C (-28.3961, -4.0842, 4.7058)
F (-27.5470, -5.1059, 4.9745)
F (-28.6222, -4.1663, 3.3914)
F (-27.8059, -2.9413, 5.1098)
H (-31.3974, -3.3748, 7.9128)
H (-30.4094, -4.5930, 8.9486)
H (-32.1361, -4.8145, 8.6933)
H (-31.9710, -5.3278, 6.3346)
H (-31.1960, -6.5404, 7.3457)
C (-31.3826, -11.4845, -0.2998)
C (-29.8663, -11.4269, -0.1257)
O (-29.2359, -10.4467, -1.0420)
C (-28.7766, -10.9924, -2.1966)
O (-28.8886, -12.1375, -2.5103)
C (-28.1375, -9.9228, -3.1251)
F (-27.6227, -10.5573, -4.1807)
F (-29.0509, -9.0690, -3.6167)
F (-27.1400, -9.2536, -2.4569)
H (-31.6287, -11.5762, -1.3436)
H (-31.7642, -10.4784, -0.0001)
H (-31.8411, -12.2747, 0.2786)
H (-29.2417, -12.3502, -0.2728)
H (-29.6053, -11.0154, 0.8260)
C (-33.8587, -12.7805, 10.4659)
C (-33.4243, -11.9654, 9.2230)
O (-32.3292, -11.1930, 9.5010)
C (-31.7966, -10.4723, 8.4557)
O (-32.2034, -10.3804, 7.2971)
C (-30.4188, -9.7125, 8.7184)
F (-30.5602, -8.4276, 8.3673)
F (-29.9106, -9.7769, 10.0436)
F (-29.4421, -10.1506, 7.8903)
H (-34.8069, -13.2988, 10.1926)
H (-34.0737, -12.0259, 11.3357)
H (-33.0446, -13.3717, 10.8720)
H (-34.2541, -11.4102, 8.8297)
H (-33.2157, -12.6485, 8.3764)
C (-34.5805, -14.1956, 1.7733)
C (-34.7316, -15.6257, 2.2532)
O (-35.1220, -16.5069, 1.1296)
C (-35.0993, -17.8148, 1.2809)
O (-34.5517, -18.5178, 2.0153)
C (-35.8723, -18.3402, 0.0164)
F (-36.5414, -19.4788, 0.2663)
F (-36.8422, -17.5180, -0.5158)
F (-35.0061, -18.6056, -0.9102)
H (-35.5568, -13.7904, 1.7320)
H (-33.9816, -14.0387, 0.8567)
H (-34.0738, -13.5936, 2.5422)
H (-35.4692, -15.7160, 3.0432)
H (-33.7408, -15.9650, 2.6237)
C (-30.1428, -7.8238, 3.8573)
C (-29.5275, -9.1202, 4.0284)
O (-30.5957, -10.2818, 3.8251)
C (-30.1171, -11.4597, 3.4235)
O (-29.0208, -11.6857, 2.9465)
C (-31.1899, -12.5974, 3.6614)
F (-32.4261, -12.0964, 3.5819)
F (-30.9938, -13.5946, 2.8469)
F (-31.0603, -12.9729, 4.9733)
H (-30.4180, -7.6406, 2.8001)
H (-29.3750, -7.0625, 4.1285)
H (-31.0515, -7.6518, 4.4474)
H (-29.2236, -9.4243, 5.0746)
H (-28.5868, -9.3472, 3.4506)
C (-34.2217, -7.8705, 5.9548)
O (-33.4868, -6.7592, 5.4511)
C (-34.1360, -5.7807, 4.6082)
C (-34.8364, -6.1907, 3.3624)
O (-36.0985, -6.8075, 3.6452)
C (-36.8282, -7.1918, 2.5094)
C (-38.0802, -7.8822, 3.0305)
O (-38.7753, -7.1356, 3.9652)
C (-38.3292, -7.2569, 5.2860)
H (-35.2320, -7.5483, 6.2124)
H (-33.6760, -8.1263, 6.7995)
H (-34.2726, -8.6192, 5.1580)
H (-33.2057, -5.1264, 4.4518)
H (-34.7927, -5.1515, 5.1579)
H (-34.0914, -6.8822, 2.8756)
H (-35.0408, -5.2974, 2.7650)
H (-36.1895, -7.8793, 1.9480)
H (-37.0862, -6.2968, 1.9679)
H (-37.8243, -8.8238, 3.4748)
H (-38.7742, -8.1663, 2.1646)
H (-37.8380, -6.3662, 5.6692)
H (-37.6030, -8.0724, 5.3478)
H (-39.1760, -7.4791, 5.9752)
C (-35.3528, -12.9177, 5.7188)
O (-35.0700, -14.2547, 5.4090)
C (-34.3099, -14.8185, 6.4948)
C (-33.9128, -16.1913, 6.0924)
O (-33.4983, -16.8797, 7.2392)
C (-33.1269, -18.1913, 6.9367)
C (-31.5697, -18.3779, 6.9468)
O (-30.9987, -17.3306, 6.2863)
C (-29.5674, -17.4904, 6.0594)
H (-34.4406, -12.3184, 5.7989)
H (-35.8561, -12.9081, 6.7364)
H (-35.8046, -12.2971, 4.9342)
H (-34.9825, -14.8554, 7.3983)
H (-33.4100, -14.2564, 6.7215)
H (-32.9866, -16.1140, 5.3210)
H (-34.7687, -16.7032, 5.6417)
H (-33.4786, -18.4662, 5.9824)
H (-33.4552, -18.7915, 7.7395)
H (-31.3080, -19.3312, 6.4526)
H (-31.3188, -18.3779, 8.0125)
H (-29.5392, -18.2595, 5.3032)
H (-28.9592, -17.5943, 6.9792)
H (-29.1236, -16.5705, 5.6361)
C (-26.1485, -13.6997, 6.2750)
O (-25.2935, -12.5697, 5.8949)
C (-25.2874, -12.5022, 4.4685)
C (-24.2763, -11.3760, 4.1192)
O (-24.4735, -10.1658, 4.7671)
C (-25.7940, -9.6066, 4.9268)
C (-26.0853, -9.2051, 6.3425)
O (-27.3540, -8.4822, 6.2714)
C (-27.5291, -7.5414, 7.3159)
H (-25.7816, -14.4745, 5.6117)
H (-27.1993, -13.4991, 6.0805)
H (-26.1037, -13.9865, 7.3493)
H (-26.2230, -12.4341, 4.0148)
H (-24.7747, -13.4561, 4.1708)
H (-24.3097, -11.2881, 3.0384)
H (-23.3263, -11.7891, 4.4145)
H (-26.5432, -10.2555, 4.4941)
H (-25.9337, -8.6097, 4.4089)
H (-25.2455, -8.6211, 6.6496)
H (-26.0642, -10.0355, 7.0453)
H (-28.4708, -7.0907, 7.1204)
H (-26.7896, -6.7194, 7.3475)
H (-27.4754, -8.0258, 8.2757)
C (-17.8850, -5.6330, 1.2731)
O (-19.0287, -6.3927, 1.2850)
C (-19.7337, -6.4050, 2.4932)
C (-21.0636, -7.1351, 2.2333)
O (-21.8033, -6.8086, 3.4200)
C (-23.0885, -7.4041, 3.4082)
C (-23.9281, -6.9838, 2.2184)
O (-25.2529, -7.2791, 2.4893)
C (-26.1529, -6.9297, 1.4466)
H (-17.0268, -6.1675, 1.7468)
H (-18.0426, -4.6234, 1.6790)
H (-17.5470, -5.5524, 0.2121)
H (-19.9675, -5.3683, 2.8975)
H (-19.1459, -6.9653, 3.2134)
H (-20.9703, -8.2381, 2.2040)
H (-21.6235, -6.8064, 1.3568)
H (-23.4391, -7.0050, 4.3507)
H (-22.9554, -8.5449, 3.4917)
H (-23.5815, -7.4526, 1.3006)
H (-23.7648, -5.9221, 2.0530)
H (-27.0650, -7.4861, 1.6845)
H (-25.7428, -7.1519, 0.4746)
H (-26.4213, -5.8770, 1.4668)
C (-34.3039, -10.0450, 2.0864)
O (-35.5466, -10.6834, 2.2236)
C (-36.2391, -11.0970, 1.0558)
C (-37.6729, -11.6253, 1.3146)
O (-37.4892, -12.6558, 2.2705)
C (-38.6597, -13.1505, 2.9415)
C (-38.3358, -14.2771, 3.8297)
O (-37.7419, -15.3762, 3.1638)
C (-38.2243, -16.4611, 3.8477)
H (-33.9337, -9.9878, 3.1272)
H (-34.3414, -8.9481, 1.7169)
H (-33.5888, -10.6137, 1.4935)
H (-35.6207, -11.8269, 0.4836)
H (-36.2582, -10.1322, 0.4415)
H (-38.1305, -11.8062, 0.3489)
H (-38.2686, -10.8232, 1.7847)
H (-39.3384, -13.4546, 2.1636)
H (-39.1163, -12.3852, 3.5463)
H (-39.3599, -14.5101, 4.2184)
H (-37.7391, -13.9496, 4.6634)
H (-39.3602, -16.5247, 3.8573)
H (-37.7656, -16.3828, 4.8464)
H (-37.7772, -17.3726, 3.3505)